Entry from the OMol25 dataset: a structure of composition C39H66MnN5P3 (ωB97M-V/def2-TZVPD).

Cartesian coordinates (Å):
Mn (-0.314, 0.272, 0.046)
C (0.552, -1.746, -3.546)
C (0.014, -0.338, -3.809)
C (-1.455, -0.412, -4.209)
P (0.324, 0.692, -2.316)
C (0.271, 2.476, -2.805)
C (-1.122, 3.002, -3.136)
C (0.932, 3.309, -1.705)
C (2.098, 0.499, -2.000)
C (3.099, 1.014, -2.822)
C (4.417, 1.010, -2.404)
C (4.728, 0.521, -1.137)
C (3.745, -0.009, -0.323)
C (2.421, -0.070, -0.769)
N (1.393, -0.659, 0.001)
C (1.605, -1.949, 0.492)
C (2.683, -2.754, 0.103)
C (2.852, -4.013, 0.647)
C (1.966, -4.515, 1.593)
C (0.876, -3.744, 1.955)
C (0.669, -2.484, 1.395)
P (-0.740, -1.405, 1.709)
C (-0.545, -0.758, 3.419)
C (-0.241, -1.814, 4.484)
C (0.574, 0.288, 3.422)
C (-2.301, -2.370, 1.516)
C (-3.503, -1.433, 1.444)
C (-2.592, -3.476, 2.531)
H (0.397, -2.367, -4.429)
H (0.020, -2.214, -2.714)
H (1.616, -1.747, -3.311)
H (0.605, 0.136, -4.602)
H (-2.038, -0.872, -3.410)
H (-1.559, -1.042, -5.094)
H (-1.895, 0.555, -4.438)
H (0.893, 2.529, -3.708)
H (-1.573, 2.499, -3.990)
H (-1.046, 4.060, -3.396)
H (-1.790, 2.924, -2.278)
H (0.582, 3.011, -0.706)
H (0.666, 4.359, -1.831)
H (2.016, 3.224, -1.722)
H (2.848, 1.437, -3.787)
H (5.193, 1.405, -3.042)
H (5.749, 0.555, -0.783)
H (3.995, -0.395, 0.656)
H (3.390, -2.401, -0.632)
H (3.692, -4.613, 0.325)
H (2.114, -5.492, 2.029)
H (0.182, -4.133, 2.684)
H (-1.500, -0.274, 3.652)
H (0.721, -2.289, 4.292)
H (-0.998, -2.589, 4.558)
H (-0.176, -1.322, 5.456)
H (1.544, -0.199, 3.302)
H (0.581, 0.820, 4.375)
H (0.472, 1.035, 2.627)
H (-2.158, -2.834, 0.531)
H (-3.749, -1.042, 2.434)
H (-4.370, -1.989, 1.083)
H (-3.332, -0.583, 0.786)
H (-2.796, -3.059, 3.516)
H (-1.806, -4.220, 2.615)
H (-3.496, -3.998, 2.213)
N (-1.605, 1.496, 0.379)
P (-2.939, 2.265, 0.623)
N (-2.765, 3.841, 0.056)
C (-3.965, 4.679, -0.036)
C (-3.751, 5.823, -1.019)
C (-2.547, 6.660, -0.607)
C (-1.321, 5.767, -0.464)
C (-1.603, 4.617, 0.493)
N (-4.253, 1.674, -0.198)
C (-5.573, 1.319, 0.343)
C (-6.554, 1.026, -0.782)
C (-6.087, -0.141, -1.644)
C (-4.588, -0.007, -1.973)
C (-4.042, 1.370, -1.618)
N (-3.373, 2.271, 2.243)
C (-2.241, 2.302, 3.188)
C (-2.741, 1.956, 4.581)
C (-3.615, 3.096, 5.121)
C (-4.291, 3.829, 3.958)
C (-4.594, 2.893, 2.794)
H (-4.211, 5.103, 0.950)
H (-4.804, 4.061, -0.355)
H (-4.653, 6.435, -1.062)
H (-3.589, 5.404, -2.016)
H (-2.757, 7.147, 0.351)
H (-2.362, 7.455, -1.332)
H (-0.462, 6.336, -0.102)
H (-1.060, 5.358, -1.442)
H (-1.796, 5.042, 1.492)
H (-0.751, 3.945, 0.581)
H (-5.983, 2.134, 0.936)
H (-5.496, 0.447, 1.001)
H (-6.672, 1.924, -1.393)
H (-7.530, 0.820, -0.343)
H (-6.679, -0.181, -2.560)
H (-6.271, -1.079, -1.116)
H (-4.414, -0.188, -3.034)
H (-4.009, -0.757, -1.424)
H (-4.500, 2.142, -2.248)
H (-2.969, 1.396, -1.811)
H (-1.763, 3.288, 3.213)
H (-1.492, 1.601, 2.835)
H (-1.896, 1.761, 5.245)
H (-3.323, 1.031, 4.519)
H (-3.003, 3.799, 5.688)
H (-4.361, 2.703, 5.813)
H (-3.651, 4.641, 3.600)
H (-5.224, 4.293, 4.279)
H (-5.105, 3.472, 2.026)
H (-5.286, 2.110, 3.123)

Summary:
spin multiplicity = 5
charge = +1
⟨S²⟩ = 6.071
E_LUMO (spin up / spin down) = -0.114 / -0.090 hartree
F_max = 0.0091 Eh/bohr



Entry from the OMol25 dataset: a cluster of 3 separate species, C39H71Cl3N7O8S2 in total in a non-equilibrium geometry (ωB97M-V/def2-TZVPD).

Cartesian coordinates (Å):
C (1.122, 6.987, 9.230)
C (-0.381, 7.194, 9.365)
O (-1.067, 6.105, 8.706)
C (-2.380, 6.318, 8.461)
O (-3.104, 6.929, 9.199)
C (-2.857, 5.685, 7.170)
C (-1.761, 5.623, 6.090)
C (-2.265, 5.626, 4.628)
C (-2.658, 4.302, 3.900)
C (-3.809, 3.728, 4.770)
C (-4.778, 2.678, 4.238)
C (-3.174, 4.616, 2.432)
C (-3.425, 6.098, 2.133)
N (-2.374, 3.797, 1.353)
C (-2.230, 4.616, 0.100)
C (-1.662, 4.008, -1.203)
S (-2.866, 4.113, -2.579)
C (-2.947, 2.453, -3.092)
N (-3.928, 1.917, -3.730)
N (-3.544, 0.609, -3.974)
C (-2.379, 0.456, -3.461)
O (-1.921, 1.608, -2.888)
C (-3.303, 2.603, 1.097)
Cl (-2.541, 1.285, 0.195)
C (-4.600, 2.961, 0.357)
C (-5.721, 1.979, 0.776)
C (-1.054, 3.541, 2.141)
C (0.024, 2.565, 1.683)
C (0.498, 2.353, 0.242)
C (1.239, 3.427, -0.502)
N (0.423, 1.221, -0.322)
N (-0.548, 4.916, 2.251)
C (0.478, 5.446, 1.890)
S (1.850, 6.126, 1.636)
C (-1.434, 3.298, 3.707)
O (-0.218, 3.661, 4.318)
C (-1.666, 1.851, 4.188)
Cl (-2.191, 0.658, 3.038)
C (-1.476, 1.408, 5.444)
C (-0.993, 2.157, 6.651)
Cl (-1.826, -0.236, 5.838)
H (1.347, 6.146, 8.574)
H (1.596, 6.809, 10.192)
H (1.592, 7.869, 8.795)
H (-0.690, 8.132, 8.902)
H (-0.678, 7.243, 10.411)
H (-3.697, 6.280, 6.816)
H (-3.212, 4.686, 7.436)
H (-1.029, 4.868, 6.359)
H (-1.211, 6.564, 6.195)
H (-3.149, 6.262, 4.662)
H (-1.541, 6.180, 4.034)
H (-4.409, 4.565, 5.131)
H (-3.332, 3.324, 5.663)
H (-5.482, 3.109, 3.522)
H (-5.394, 2.320, 5.062)
H (-4.324, 1.804, 3.778)
H (-4.194, 4.244, 2.454)
H (-3.898, 6.247, 1.165)
H (-2.545, 6.731, 2.198)
H (-4.179, 6.426, 2.847)
H (-1.664, 5.512, 0.326)
H (-3.215, 4.989, -0.153)
H (-1.312, 2.982, -1.168)
H (-0.829, 4.620, -1.533)
H (-1.781, -0.439, -3.461)
H (-3.552, 2.198, 2.068)
H (-4.469, 2.879, -0.716)
H (-4.926, 3.966, 0.621)
H (-6.314, 1.702, -0.092)
H (-5.292, 1.049, 1.155)
H (-6.362, 2.398, 1.547)
H (-0.267, 1.574, 2.029)
H (0.918, 2.798, 2.268)
H (1.358, 3.128, -1.540)
H (2.233, 3.533, -0.061)
H (0.776, 4.410, -0.455)
H (-0.032, 0.528, 0.273)
H (-0.299, 4.492, 4.794)
H (-1.727, 2.861, 7.041)
H (-0.066, 2.691, 6.466)
H (-0.785, 1.457, 7.455)
C (-1.186, -2.485, -6.760)
O (-1.004, -3.191, -5.544)
C (-0.946, -4.605, -5.712)
C (0.436, -5.133, -5.396)
N (1.404, -4.706, -6.395)
C (2.794, -5.009, -6.064)
C (3.400, -4.322, -4.847)
O (3.550, -2.919, -4.977)
C (2.424, -2.148, -4.617)
H (-1.350, -1.437, -6.512)
H (-0.303, -2.561, -7.402)
H (-2.058, -2.855, -7.306)
H (-1.246, -4.885, -6.725)
H (-1.661, -5.050, -5.013)
H (0.402, -6.227, -5.381)
H (0.696, -4.794, -4.382)
H (1.309, -3.708, -6.535)
H (3.399, -4.739, -6.933)
H (2.898, -6.090, -5.939)
H (4.412, -4.718, -4.723)
H (2.856, -4.558, -3.924)
H (1.846, -2.627, -3.821)
H (1.763, -1.960, -5.469)
H (2.785, -1.185, -4.255)
C (7.872, -8.362, -3.015)
O (7.756, -9.454, -3.903)
C (7.012, -10.553, -3.391)
C (5.722, -10.735, -4.160)
N (4.799, -9.639, -3.900)
C (3.616, -9.625, -4.754)
C (3.817, -9.406, -6.249)
O (4.295, -8.115, -6.581)
C (5.702, -7.954, -6.553)
H (8.553, -7.646, -3.471)
H (6.909, -7.868, -2.840)
H (8.286, -8.675, -2.051)
H (6.810, -10.421, -2.324)
H (7.624, -11.451, -3.511)
H (5.253, -11.674, -3.852)
H (5.983, -10.824, -5.224)
H (5.293, -8.763, -4.013)
H (2.962, -8.829, -4.389)
H (3.077, -10.567, -4.612)
H (2.836, -9.491, -6.725)
H (4.453, -10.174, -6.703)
H (6.219, -8.880, -6.818)
H (6.057, -7.615, -5.575)
H (5.958, -7.189, -7.285)

Summary:
charge = +1
E_LUMO = -0.102 hartree
F_max = 0.0287 Eh/bohr



Entry from the OMol25 dataset: a structure of composition C39H72N4O3PPdS2Si2 (ωB97M-V/def2-TZVPD).

Cartesian coordinates (Å):
Pd (-0.040, -1.464, 0.231)
C (5.153, 1.179, 3.164)
C (4.393, -0.134, 3.079)
N (4.112, -0.480, 1.697)
C (2.934, -0.877, 1.187)
S (1.554, -1.099, 2.164)
N (2.986, -1.070, -0.158)
N (1.838, -1.400, -0.717)
C (1.875, -1.438, -2.139)
C (3.125, -1.812, -2.850)
C (0.677, -1.114, -2.787)
C (0.587, -0.999, -4.198)
C (-0.571, -0.536, -4.768)
C (-1.640, -0.174, -3.943)
C (-1.512, -0.371, -2.580)
N (-0.426, -0.875, -2.006)
H (5.314, 1.452, 4.207)
H (4.592, 1.979, 2.682)
H (6.131, 1.105, 2.686)
H (3.441, -0.066, 3.603)
H (4.965, -0.943, 3.543)
H (4.846, -0.358, 1.014)
H (3.941, -1.940, -2.146)
H (3.411, -1.044, -3.573)
H (2.991, -2.746, -3.405)
H (1.441, -1.253, -4.809)
H (-0.644, -0.431, -5.842)
H (-2.554, 0.237, -4.344)
H (-2.327, -0.110, -1.915)
C (-2.385, 2.547, 2.802)
Si (-2.164, 1.117, 1.624)
C (-3.614, 0.947, 0.445)
C (-1.907, -0.494, 2.548)
H (-3.438, 2.665, 3.064)
H (-2.034, 3.482, 2.374)
H (-1.824, 2.373, 3.722)
H (-4.568, 1.120, 0.945)
H (-3.647, -0.059, 0.016)
H (-3.520, 1.667, -0.370)
H (-2.848, -0.910, 2.912)
H (-1.228, -0.370, 3.393)
H (-1.440, -1.269, 1.914)
C (0.177, -6.502, -0.356)
C (0.409, -5.007, -0.609)
C (0.263, -4.709, -2.100)
C (1.845, -4.691, -0.164)
P (-0.713, -3.878, 0.386)
C (-0.562, -4.571, 2.070)
C (-1.385, -5.587, 2.567)
C (-1.169, -6.126, 3.823)
C (-0.118, -5.671, 4.609)
C (0.712, -4.675, 4.125)
C (0.491, -4.133, 2.867)
C (-2.525, -4.062, -0.120)
C (-2.972, -5.473, -0.526)
C (-3.413, -3.516, 1.011)
C (-2.791, -3.152, -1.318)
H (1.015, -7.049, -0.795)
H (-0.730, -6.875, -0.821)
H (0.155, -6.741, 0.706)
H (1.031, -5.263, -2.645)
H (0.394, -3.650, -2.320)
H (-0.703, -5.025, -2.493)
H (2.533, -5.209, -0.834)
H (2.034, -5.054, 0.846)
H (2.071, -3.625, -0.196)
H (-2.204, -5.975, 1.981)
H (-1.821, -6.910, 4.185)
H (0.047, -6.093, 5.591)
H (1.535, -4.310, 4.724)
H (1.151, -3.351, 2.512)
H (-2.786, -6.244, 0.218)
H (-2.500, -5.785, -1.455)
H (-4.049, -5.443, -0.707)
H (-3.266, -3.994, 1.974)
H (-4.456, -3.654, 0.719)
H (-3.250, -2.445, 1.143)
H (-2.226, -3.430, -2.208)
H (-2.555, -2.123, -1.067)
H (-3.855, -3.201, -1.562)
C (1.988, 4.451, -3.054)
C (1.539, 3.122, -2.464)
C (2.702, 2.141, -2.387)
C (0.387, 2.527, -3.255)
O (1.143, 3.364, -1.102)
Si (-0.188, 3.317, -0.187)
S (-0.339, 1.275, 0.478)
O (0.005, 4.291, 1.093)
C (1.183, 4.661, 1.855)
C (2.006, 3.418, 2.175)
C (0.647, 5.294, 3.131)
C (1.994, 5.666, 1.051)
O (-1.604, 3.656, -0.892)
C (-2.314, 4.905, -1.091)
C (-3.335, 4.619, -2.183)
C (-1.341, 5.989, -1.533)
C (-3.005, 5.283, 0.212)
H (2.317, 4.313, -4.084)
H (2.818, 4.862, -2.479)
H (1.172, 5.174, -3.048)
H (3.090, 1.924, -3.384)
H (2.377, 1.210, -1.922)
H (3.509, 2.561, -1.785)
H (0.704, 2.314, -4.277)
H (-0.460, 3.213, -3.292)
H (0.056, 1.598, -2.794)
H (1.390, 2.668, 2.671)
H (2.830, 3.685, 2.839)
H (2.421, 2.979, 1.265)
H (0.103, 4.559, 3.724)
H (-0.029, 6.114, 2.889)
H (1.465, 5.689, 3.734)
H (2.327, 5.227, 0.112)
H (2.871, 5.979, 1.619)
H (1.397, 6.553, 0.836)
H (-2.835, 4.320, -3.104)
H (-3.932, 5.508, -2.387)
H (-4.005, 3.816, -1.874)
H (-0.856, 5.707, -2.469)
H (-0.579, 6.163, -0.773)
H (-1.874, 6.926, -1.700)
H (-3.650, 4.468, 0.543)
H (-3.618, 6.174, 0.076)
H (-2.268, 5.484, 0.988)

Summary:
spin multiplicity = 5
charge = +1
⟨S²⟩ = 6.043
E_LUMO (spin up / spin down) = -0.055 / -0.156 hartree
F_max = 0.0098 Eh/bohr